Record 1
91
Properties=species:S:1:pos:R:3:forces:R:3:mulliken_charge:R:1 method="wB97M-V/def2-TZVPD" total_charge=+2 homo_energy_ev="-12.741 / -12.741" e_lumo_ev="-8.01 / -8.02" orbital_gap_ha="0.174 / 0.174"
Ce 0.744 0.354 -1.659 -1.395 0.513 -1.069 0.982
C -3.626 4.104 2.427 0.436 0.154 0.209 -0.349
C -2.841 3.383 3.247 -0.052 0.492 -0.128 -0.230
C -3.145 2.063 3.916 0.380 -0.192 0.364 -1.306
C -2.996 0.849 2.970 -0.126 0.110 0.802 0.470
C -4.126 0.554 2.042 -0.561 0.202 -0.355 -0.632
C -5.237 1.265 1.823 0.145 -0.458 -0.171 -0.202
C -5.680 2.523 2.508 -0.435 0.438 0.054 -1.097
C -5.054 3.836 2.014 -0.106 0.015 -0.047 -0.303
C -0.208 -0.371 -3.649 -1.037 0.697 1.481 -0.600
H -3.231 5.070 2.051 -0.127 -0.657 0.234 0.457
H -1.837 3.770 3.509 -0.626 0.021 -0.362 0.432
H -4.112 2.050 4.443 0.567 -0.112 -0.359 0.531
H -2.420 1.912 4.734 -0.093 0.169 -0.345 0.417
H -2.090 0.944 2.352 0.055 0.077 0.189 -0.568
H -2.825 -0.001 3.644 -0.053 -0.162 -0.369 0.446
H -3.975 -0.356 1.465 -0.145 0.056 -0.076 0.433
H -5.975 0.903 1.092 0.596 -0.063 0.200 0.352
H -5.498 2.468 3.581 -0.619 0.022 -0.266 0.282
H -6.764 2.605 2.322 0.370 0.023 0.361 0.455
H -5.143 3.879 0.916 0.109 0.086 0.204 0.107
H -5.682 4.664 2.400 0.335 -0.252 -0.190 0.401
H -0.191 0.220 -4.563 0.316 -0.115 -0.132 0.504
H -1.150 -0.014 -3.094 0.719 -0.426 -0.572 0.171
H -0.317 -1.447 -3.760 0.339 0.115 -0.264 0.115
P 3.040 -0.383 -0.189 0.678 0.288 1.756 0.623
P 1.479 -2.840 -1.829 0.139 -1.977 0.406 0.487
C 2.328 -1.826 0.630 -0.782 -1.166 -0.451 -0.967
C 1.919 -2.910 -0.070 0.462 0.722 0.598 -1.166
C 4.818 -0.695 0.095 0.708 -0.081 -0.370 0.497
C 5.194 -1.413 1.241 0.040 -0.113 0.094 -0.122
C 6.519 -1.773 1.471 0.141 0.130 -0.146 -0.752
C 7.517 -1.382 0.569 -0.437 0.072 -0.141 -0.444
C 7.160 -0.657 -0.580 0.219 -0.140 0.204 -0.725
C 5.822 -0.334 -0.830 -0.208 -0.023 0.286 -0.421
C 2.504 0.904 1.056 0.242 -0.153 -0.454 0.484
C 1.144 1.036 1.406 0.431 0.329 -0.175 -0.527
C 0.734 2.144 2.158 -0.020 -0.135 -0.151 -0.003
C 1.661 3.105 2.558 0.152 -0.161 -0.083 -0.653
C 3.022 2.941 2.260 -0.224 -0.181 -0.068 -0.689
C 3.442 1.839 1.517 -0.187 0.042 -0.133 -0.838
C 2.394 -4.466 -2.150 0.592 -0.302 -0.491 0.391
C 3.747 -4.592 -1.761 -0.312 0.043 0.081 -0.424
C 4.371 -5.843 -1.724 -0.163 -0.079 -0.103 -0.712
C 3.667 -6.994 -2.107 -0.156 0.287 -0.038 -0.472
C 2.343 -6.878 -2.539 0.305 0.270 0.044 -0.694
C 1.726 -5.620 -2.583 -0.003 0.022 0.215 -0.230
C -0.226 -3.554 -1.663 -0.103 0.300 -0.331 0.715
C -1.001 -3.721 -2.830 -0.006 0.276 0.409 -0.547
C -2.329 -4.129 -2.730 -0.083 -0.059 -0.104 -1.028
C -2.873 -4.471 -1.486 0.350 0.097 0.128 -0.551
C -2.066 -4.423 -0.344 -0.106 0.044 -0.260 -0.761
C -0.760 -3.943 -0.429 -0.160 0.100 -0.044 -0.303
H 2.372 -1.860 1.722 0.242 -0.027 -0.275 0.921
H 1.879 -3.922 0.368 -0.296 0.688 0.128 1.109
H 4.449 -1.725 1.966 0.146 0.075 -0.071 0.355
H 6.772 -2.367 2.356 -0.102 0.323 -0.361 0.423
H 8.559 -1.658 0.758 -0.404 0.155 -0.143 0.415
H 7.950 -0.359 -1.281 -0.517 -0.112 0.266 0.393
H 5.563 0.204 -1.739 0.043 -0.065 0.119 0.430
H 0.398 0.276 1.133 0.131 0.006 0.239 0.887
H -0.318 2.243 2.416 0.193 0.063 0.001 -0.239
H 1.328 3.977 3.119 0.086 -0.242 -0.104 0.484
H 3.756 3.671 2.596 -0.208 -0.156 -0.020 0.436
H 4.500 1.685 1.289 -0.328 0.175 0.037 0.417
H 4.307 -3.718 -1.426 -0.077 -0.125 -0.080 0.365
H 5.407 -5.933 -1.379 -0.458 0.126 -0.192 0.402
H 4.149 -7.974 -2.071 -0.165 0.369 0.018 0.395
H 1.780 -7.768 -2.829 0.189 0.354 0.035 0.408
H 0.690 -5.568 -2.902 0.148 -0.036 0.042 0.347
H -0.558 -3.535 -3.812 -0.207 0.036 0.233 0.685
H -2.944 -4.168 -3.635 0.238 -0.118 0.385 0.443
H -3.916 -4.772 -1.403 0.266 0.009 -0.068 0.443
H -2.448 -4.745 0.625 0.013 0.121 -0.290 0.431
H -0.163 -3.885 0.479 -0.281 0.010 -0.196 0.502
O -3.578 1.268 -1.291 0.896 0.465 -0.715 -0.474
S -2.756 2.078 -2.157 -0.523 0.125 0.724 0.843
O -2.893 1.977 -3.583 0.483 -0.217 0.635 -0.614
N -1.106 1.909 -1.688 0.726 0.186 -0.086 -0.028
C -0.521 3.106 -1.408 -0.966 -1.497 -0.225 0.912
S 1.164 3.106 -1.369 0.574 0.049 0.086 -0.351
C -1.482 4.189 -1.231 -0.654 0.512 0.345 -0.082
C -1.363 5.469 -0.657 0.384 -0.250 -0.089 -0.504
C -2.480 6.307 -0.603 -0.240 -0.316 -0.295 -0.719
C -3.706 5.898 -1.171 0.682 -0.263 0.073 -0.493
C -3.843 4.604 -1.682 0.255 -0.095 0.041 -0.623
C -2.743 3.764 -1.648 -0.362 0.602 -0.104 0.336
H -0.400 5.775 -0.238 -0.367 0.019 -0.201 0.478
H -2.410 7.290 -0.133 0.058 -0.326 -0.224 0.441
H -4.546 6.577 -1.226 0.042 0.002 0.158 0.457
H -4.765 4.234 -2.110 -0.139 0.174 0.100 0.529


Record 2
19
Properties=species:S:1:pos:R:3:forces:R:3:nbo_charge:R:1 method="wB97M-V/def2-TZVPD" homo_energy_ev=-8.169 e_lumo_ev=-0.07 smiles="C=C1C=CC=C[C@@H]1OSP" orbital_gap_ha=0.298
C 1.171 -2.435 0.066 2.419 2.920 0.761 -0.320
C 1.136 -1.101 -0.107 -0.334 0.407 0.618 -0.039
C 2.159 -0.207 0.457 2.751 -0.736 0.167 -0.190
C 2.158 1.127 0.465 -1.060 -1.002 -0.029 -0.216
C 1.052 1.750 -0.130 -1.542 -0.170 -0.745 -0.215
C 0.077 1.065 -0.718 -1.255 1.067 -0.487 -0.183
C -0.109 -0.399 -0.589 1.723 0.008 -0.104 -0.008
O -1.062 -0.617 0.434 -2.741 -1.092 -0.758 -0.629
S -2.697 -0.946 -0.198 1.640 1.284 0.886 0.212
P -3.512 0.851 0.610 -1.333 -0.495 -0.255 0.181
H 0.401 -3.104 -0.058 -1.532 -1.315 -0.643 0.205
H 2.090 -2.689 0.562 0.111 -1.007 0.102 0.197
H 3.124 -0.602 0.799 -0.635 -0.689 0.188 0.204
H 2.806 1.840 0.907 1.319 -0.327 0.528 0.215
H 1.028 2.788 -0.025 -0.322 1.680 -0.424 0.203
H -0.764 1.578 -1.208 0.393 -0.058 0.289 0.201
H -0.322 -0.821 -1.556 -0.914 -0.374 -0.304 0.203
H -3.887 1.700 -0.536 0.161 -0.910 0.548 -0.019
H -4.850 0.221 0.823 1.151 0.810 -0.338 -0.001


Record 3
61
Properties=species:S:1:pos:R:3:forces:R:3:mulliken_charge:R:1 method="wB97M-V/def2-TZVPD" homo_energy_ev=-6.146 e_lumo_ev=-0.33 orbital_gap_ha=0.214
O 0.035 2.771 -3.671 1.151 -0.181 0.099 -0.367
C 0.676 3.799 -4.523 -0.774 -1.684 0.978 -0.364
C -0.528 4.697 -4.305 -0.126 -0.306 0.863 -0.917
H 0.735 3.346 -5.520 0.264 0.477 -0.070 0.265
H 1.672 4.090 -4.145 -0.545 -0.083 -0.158 0.240
C -1.282 3.366 -3.717 1.075 0.995 -0.866 1.399
H -0.822 5.194 -5.215 -0.823 0.138 -0.167 0.308
H -0.296 5.440 -3.541 -0.296 -0.038 0.094 0.326
C -2.034 2.672 -4.838 -0.088 -0.256 -0.347 -1.427
H -1.507 2.848 -5.779 0.060 -0.088 0.041 0.370
H -3.028 3.061 -4.990 -0.476 0.194 0.141 0.410
H -2.108 1.579 -4.712 0.069 0.365 0.305 0.169
C -1.899 3.238 -2.317 0.430 0.946 -0.036 -1.235
H -1.469 3.925 -1.596 0.500 0.353 -0.152 0.380
H -1.614 2.278 -1.927 -0.011 -0.781 -0.022 -0.031
H -2.959 3.390 -2.164 -0.419 -0.167 -0.709 0.443
La 0.507 -1.595 -2.116 -0.647 2.636 4.696 1.199
C 1.426 0.575 0.544 0.558 0.054 -0.135 -0.733
C 2.486 -0.334 0.382 -0.134 0.715 -0.100 -0.362
C 3.079 -0.137 -0.889 -0.019 0.513 0.061 -1.334
H 2.844 -0.942 1.190 -0.017 -0.047 -0.561 0.988
C 2.438 1.020 -1.464 -0.502 -0.263 -0.181 -0.751
C 1.403 1.434 -0.576 -0.088 -0.402 -0.378 -0.333
H 0.722 2.279 -0.690 0.295 -0.251 -0.201 0.470
H 0.779 0.640 1.415 0.142 0.001 -0.175 0.474
H 3.994 -0.629 -1.234 -0.308 0.318 0.061 0.469
H 2.788 1.618 -2.306 -0.165 -0.412 0.019 0.400
C -1.192 -1.575 0.571 -0.749 0.228 0.227 0.093
C -1.674 -0.344 0.058 0.139 -0.433 -0.367 -0.516
C -2.355 -0.624 -1.155 0.149 -0.023 -0.141 -0.445
H -1.573 0.634 0.561 0.027 -0.680 -0.580 0.402
C -2.313 -2.051 -1.373 -0.164 0.496 0.062 -1.654
C -1.629 -2.629 -0.272 -0.208 0.568 0.220 -0.370
H -1.570 -3.686 -0.031 0.072 0.395 -0.411 0.454
H -0.697 -1.649 1.546 -0.023 -0.185 -0.653 0.358
H -2.953 0.109 -1.703 0.309 -0.364 -0.030 0.529
H -2.936 -2.606 -2.071 0.140 0.150 -0.007 0.535
O 0.716 -1.966 -4.517 0.117 -0.674 -3.948 -0.171
C 0.055 -2.064 -5.926 -0.724 -0.950 0.720 -0.600
C 0.852 -3.047 -6.792 0.719 0.192 -0.055 -0.458
H -0.171 -1.122 -6.441 0.561 0.131 0.927 0.445
H -0.894 -2.562 -5.706 -0.075 0.322 0.106 0.274
C 1.649 -3.902 -5.754 -0.241 -0.115 -0.517 -0.733
H 1.500 -2.523 -7.518 -0.059 -0.161 0.633 0.257
H 0.207 -3.695 -7.434 0.172 0.596 0.785 0.292
C 1.320 -3.288 -4.367 -0.572 -0.460 -0.190 -0.701
H 2.715 -4.015 -6.039 -0.567 0.467 0.558 0.312
H 1.233 -4.912 -5.788 0.167 0.051 0.202 0.309
H 2.184 -3.194 -3.702 0.033 -0.089 -0.104 0.601
H 0.521 -3.911 -3.891 0.710 0.088 -0.149 0.436
C 2.125 -2.884 1.881 -0.136 0.016 0.923 -1.653
C 1.453 -3.574 0.713 0.772 -0.143 -1.893 0.899
C 0.357 -4.574 1.097 -0.044 -0.004 0.490 -1.497
O 1.160 -2.760 -0.462 0.269 -1.423 0.728 -0.275
H 1.597 -2.009 2.304 0.371 -0.313 -0.435 0.216
H 3.166 -2.687 1.591 -0.476 0.412 0.298 0.407
H 2.212 -3.595 2.712 -0.192 -0.158 -0.186 0.458
H 2.305 -4.087 0.277 0.018 -1.181 0.290 0.324
H -0.472 -4.080 1.653 0.340 -0.334 -0.729 0.274
H 0.031 -5.135 0.196 -0.132 0.447 0.617 0.266
H 0.738 -5.320 1.826 0.170 0.383 -0.491 0.473